1.
16
Properties=species:S:1:pos:R:3 method="wB97M-V/def2-TZVPD" gap_ev=9.2 lumo_ev=-4.0 de_lowest_kcal_mol=31.6 charge=+1 multiplicity=1 e_homo_ev=-13.3 e_tot_ev=-20759.7591
Cs -5.6551 -3.4006 0.1709
O -1.0003 2.0816 1.5116
S -0.5370 0.7493 0.9787
O -1.4737 -0.1310 0.2778
O 0.7210 1.0517 -0.0234
C 1.1901 -0.0113 -0.8885
C 0.6504 0.3679 -2.3389
C 0.2368 -0.1505 2.3530
H 0.9568 -1.0602 -0.7057
H 2.2748 -0.0073 -0.7804
H 0.9427 -0.3159 -3.1358
H 0.9759 1.3564 -2.6630
H -0.4310 0.3457 -2.4731
H -0.4676 -0.2837 3.1740
H 1.0638 0.4896 2.6603
H 0.5523 -1.0817 1.8824


2.
16
Properties=species:S:1:pos:R:3 method="wB97M-V/def2-TZVPD" gap_ev=7.6 lumo_ev=0.6 smiles="C=[Si](C)N.FC(F)F" de_lowest_kcal_mol=37.0 multiplicity=1 e_homo_ev=-7.1 e_tot_ev=-20759.5416
C -3.0421 -0.9583 -0.7715
Si -1.3788 -0.8166 -0.1594
C -0.5924 -1.4486 1.4391
N -0.4084 -0.1300 -1.3308
H -3.2972 -0.1849 -1.5863
H -3.8813 -1.4368 -0.4396
H -1.2474 -2.3107 1.6833
H 0.4372 -1.6792 1.4130
H -0.6356 -0.6459 2.4123
H -0.6278 -0.0709 -2.3009
H 0.5086 -0.0920 -1.0217
F 1.8323 1.0350 0.0621
C 2.8002 2.0359 0.0930
F 3.7444 1.6833 -0.7376
F 3.2751 1.9528 1.3430
H 2.5134 3.0669 -0.0981


3.
14
Properties=species:S:1:pos:R:3 method="wB97M-V/def2-TZVPD" gap_ev=11.2 lumo_ev=0.8 de_lowest_kcal_mol=36.0 multiplicity=1 e_homo_ev=-10.4 e_tot_ev=-9494.6607
H -0.2952 -1.5369 -1.1948
N -0.4871 -0.5916 -0.9434
C 0.3389 -0.1679 -0.1115
C 1.3113 -1.1043 0.6976
O 0.4447 1.0612 0.3285
C -0.3077 2.0457 -0.3839
H 1.4297 -2.0594 0.1414
H 2.2540 -0.7509 0.5394
H 0.8498 -1.2087 1.7449
H -0.6058 1.5395 -1.2961
H 0.3551 3.0147 -0.4554
H -1.0676 2.4542 0.3432
F -2.5073 -1.3445 0.5142
H -1.7127 -1.3513 0.0759


4.
15
Properties=species:S:1:pos:R:3 method="wB97M-V/def2-TZVPD" gap_ev="11.7 / 6.4" lumo_ev="-6.4 / -11.6" s_squared=0.7542 charge=+2 multiplicity=2 e_homo_ev="-18.1 / -18.1" e_tot_ev=-9300.6333
Rb -0.9094 -3.3714 -2.7173
Rb 0.9591 -3.4026 2.2964
F 0.7725 -2.6583 -0.4733
C 0.1912 1.8844 0.9636
C 0.0511 0.4720 0.3340
C -0.8666 0.3944 -0.8848
O 1.3928 -0.0864 0.0053
H 0.2359 2.5994 0.1422
H 1.1351 1.9592 1.5037
H -0.6570 2.1011 1.6129
H -0.2373 -0.2080 1.1356
H -0.5451 1.1025 -1.6486
H -1.8498 0.7884 -0.6278
H -0.9110 -0.5848 -1.3615
H 1.2385 -0.9898 -0.2804


5.
14
Properties=species:S:1:pos:R:3 method="wB97M-V/def2-TZVPD" gap_ev="7.0 / 7.9" lumo_ev="-13.0 / -12.9" s_squared=0.7784 de_lowest_kcal_mol=27.9 charge=+2 multiplicity=2 e_homo_ev="-19.9 / -20.8" e_tot_ev=-59687.2133
H 3.7304 0.4157 0.5201
O 1.9771 0.5677 0.0405
C 1.3620 -0.6545 -0.3100
C -0.0768 -0.6802 0.1803
O -0.6919 0.5563 -0.2153
C -2.0981 0.6112 0.0117
Ga 0.6167 1.8611 -0.1754
H 1.9034 -1.4950 0.1501
H 1.3864 -0.8042 -1.4010
H -0.1282 -0.7558 1.2776
H -0.6292 -1.5176 -0.2688
H -2.4443 1.6023 -0.2979
H -2.5949 -0.1615 -0.5893
H -2.3128 0.4544 1.0777


6.
16
Properties=species:S:1:pos:R:3 method="wB97M-V/def2-TZVPD" gap_ev="7.6 / 7.6" lumo_ev="-0.7 / -0.7" de_lowest_kcal_mol=20.6 multiplicity=1 e_homo_ev="-8.3 / -8.3" e_tot_ev=-36544.1743
C 2.0317 0.8445 -0.4609
C -0.6165 1.5800 -0.1418
C 0.5677 -0.1893 1.6639
N -0.5244 -0.8845 -1.2396
O -2.5373 -0.6917 0.1253
S -1.8622 -1.6361 -0.7349
S 0.5727 0.2521 0.0702
I -0.9414 -3.4325 0.8129
H 2.8663 0.2055 -0.2207
H 2.0067 1.1919 -1.4799
H -0.5485 1.9192 -1.1691
H -1.6068 1.1773 0.0583
H -0.3579 2.3718 0.5499
H 1.2975 -0.9308 1.9363
H -0.4190 -0.3397 2.0648
H 0.0715 -1.4378 -1.8347


7.
14
Properties=species:S:1:pos:R:3 method="wB97M-V/def2-TZVPD" gap_ev="7.2 / 6.3" lumo_ev="0.6 / -2.6" s_squared=2.0114 multiplicity=3 e_homo_ev="-6.5 / -8.9" e_tot_ev=-23662.7916
C -0.2549 -1.2919 -0.6929
C 1.5614 0.5492 1.3645
C -0.3367 0.2240 -0.8186
N -1.3888 0.8696 -0.1307
S 1.3032 0.9816 -0.4076
I -3.2447 -0.0815 0.2475
H -0.3888 -1.6452 0.2817
H 0.8028 -1.4862 -1.1194
H -0.8586 -1.8804 -1.4875
H 2.1566 1.3222 1.8890
H 1.9894 -0.3903 1.5464
H 0.6228 0.7308 1.9059
H -0.2566 0.3445 -1.9121
H -1.7071 1.7536 -0.6662


8.
14
Properties=species:S:1:pos:R:3 method="wB97M-V/def2-TZVPD" gap_ev="8.8 / 6.4" lumo_ev="0.0 / -2.9" s_squared=0.7643 de_lowest_kcal_mol=6.0 multiplicity=2 e_homo_ev="-8.8 / -9.3" e_tot_ev=-61805.9698
Zn -11.3150 24.0368 -1.4755
I -11.1360 26.8605 -2.3387
C -7.2524 28.8935 -0.6799
C -7.2018 27.4660 -0.1696
C -6.3759 27.3242 1.1257
O -8.6111 27.1414 0.1274
H -6.2161 29.1898 -0.8423
H -7.5629 29.6060 0.0843
H -7.8116 29.0822 -1.5963
H -6.8281 26.8131 -0.9583
H -5.3361 27.4896 0.8437
H -6.5068 26.3560 1.6091
H -6.6646 28.0230 1.9109
H -9.0930 27.3297 -0.6813


9.
15
Properties=species:S:1:pos:R:3 method="wB97M-V/def2-TZVPD" gap_ev="9.8 / 8.8" lumo_ev="-4.5 / -4.6" s_squared=0.7550 de_lowest_kcal_mol=2.6 charge=+1 multiplicity=2 e_homo_ev="-14.3 / -13.4" e_tot_ev=-14820.1878
H 0.7881 2.7633 -0.0281
O 3.6096 0.5999 0.3265
O 0.5051 1.8512 -0.2896
C -0.7226 1.4464 0.3308
C -1.0127 0.0378 -0.1269
O 0.1975 -0.7118 0.0129
C 0.0335 -2.1240 -0.1234
Mg 1.8621 0.3580 -0.4185
H -1.5371 2.1160 0.0318
H -0.5915 1.4847 1.4215
H -1.3336 0.0081 -1.1789
H -1.7989 -0.4025 0.5016
H 1.0227 -2.5807 -0.0174
H -0.6330 -2.4898 0.6677
H -0.3893 -2.3567 -1.1100